(1)
ORCA calculation (ωB97M-V with the def2-TZVPD basis set) on a 6-piece molecular cluster, C28H54F2N8O6S2 overall.

Output
LUMO energy (spin up / spin down) (eV): -2.219 / -2.219
Orbital gap (spin up / spin down) (eV): 3.4 / 5.5
HOMO energy (spin up / spin down) (eV): -5.63 / -7.70
Expectation value of S²: 0.76

Structure (ORCA input):
```
! wB97M-V def2-TZVPD RIJCOSX def2/J DEFGRID3
* xyz 1 2
S -5.019 -17.329 -3.504
S -3.819 -17.301 -5.589
F -6.478 -18.000 -3.033
F -3.490 -18.427 -6.684
O -5.544 -15.996 -3.713
O -4.171 -17.560 -2.341
O -2.486 -17.075 -4.952
O -2.233 -21.644 -11.268
O -0.563 -21.175 -9.915
O -4.386 -16.161 -6.298
N 2.247 -18.859 -7.841
N 1.567 -17.871 -5.864
N -5.626 -21.930 -4.604
N -8.246 -18.392 -6.659
N -3.319 -14.383 -1.703
N -6.738 -21.307 -2.690
N -4.166 -13.155 -3.369
N -4.838 -18.288 -4.653
C -5.058 -12.353 -4.190
C -9.463 -18.741 -7.565
C -2.862 -13.363 -3.679
C 1.645 -17.322 -4.517
C -5.431 -13.035 -5.544
C -7.493 -22.288 -3.381
C 2.647 -18.142 -6.778
C 0.837 -18.951 -7.680
C -2.357 -14.285 -2.731
C -4.747 -21.826 -5.710
C -2.739 -21.143 -8.971
C -1.762 -21.320 -10.138
C -6.856 -17.802 -8.726
C 1.097 -15.876 -4.547
C 0.472 -18.240 -6.541
C -8.299 -19.377 -5.494
C -6.018 -20.395 -0.487
C -6.789 -22.760 -4.507
C -7.186 -20.595 -1.509
C -8.243 -17.024 -5.994
C 2.928 -19.420 -8.951
C -5.476 -17.723 -9.403
C -6.997 -18.691 -7.433
C -3.285 -15.075 -0.469
C -5.633 -21.101 -3.500
C -9.174 -18.712 -4.444
C -9.065 -17.228 -4.646
C -4.428 -13.761 -2.170
H -8.428 -22.647 -2.977
H -6.410 -19.888 0.394
H -5.161 -18.750 -9.590
H -7.955 -21.227 -1.065
H -6.261 -18.391 -6.688
H -4.527 -13.276 -6.105
H 2.670 -17.293 -4.147
H -5.987 -12.301 -6.128
H -7.167 -16.777 -8.524
H -3.073 -22.086 -8.539
H -4.485 -22.777 -6.176
H -10.084 -16.847 -4.715
H -8.886 -19.003 -3.434
H 3.685 -17.868 -6.662
H -5.144 -19.851 -0.845
H -7.341 -19.497 -4.988
H -2.490 -13.026 -4.635
H -8.479 -16.766 -3.851
H 3.833 -19.937 -8.632
H 0.962 -15.551 -3.515
H -0.498 -18.051 -6.104
H -7.210 -16.756 -5.775
H -7.065 -23.533 -5.209
H -7.642 -19.658 -1.828
H -3.209 -16.138 -0.701
H -6.042 -13.924 -5.391
H -6.866 -19.733 -7.725
H -8.837 -16.341 -6.602
H 0.179 -19.463 -8.367
H -5.719 -21.394 -0.169
H -1.355 -14.686 -2.694
H -9.336 -18.249 -8.529
H -2.330 -14.807 -0.019
H -3.638 -20.696 -9.395
H -4.163 -14.910 0.155
H -10.420 -18.497 -7.103
H -4.749 -17.297 -8.712
H -4.903 -20.324 -3.326
H -5.968 -12.146 -3.627
H -3.807 -21.339 -5.455
H -7.546 -18.073 -9.525
H 1.877 -15.285 -5.025
H -2.256 -20.429 -8.304
H -8.724 -20.345 -5.760
H -10.227 -18.990 -4.498
H 2.237 -20.126 -9.411
H -4.551 -11.426 -4.459
H 1.099 -18.002 -3.863
H -5.359 -21.281 -6.429
H 0.143 -15.878 -5.075
H 3.095 -18.697 -9.750
H -5.487 -17.182 -10.350
H -5.387 -13.655 -1.684
H -9.503 -19.828 -7.622
*
```

=====

(2)
ORCA calculation (ωB97M-V with the def2-TZVPD basis set) on C28H54IrP2Si as an isolated structure.

Output
LUMO energy (spin up / spin down) (eV): -3.191 / -4.659
Relative energy (zero: lowest compared OMol25 entry of this formula, charge and spin) (kcal per mole): 104.6
Orbital gap (spin up / spin down) (eV): 5.7 / 5.6
HOMO energy (spin up / spin down) (eV): -8.85 / -10.25
Expectation value of S²: 6.03

Structure (ORCA input):
```
! wB97M-V def2-TZVPD RIJCOSX def2/J DEFGRID3
* xyz 1 5
Ir -0.330 -0.518 -0.314
P 1.497 0.975 -0.037
P -1.078 0.510 -2.120
Si -1.299 2.335 2.587
C -0.116 -2.033 1.304
C 0.687 0.388 -3.059
C 1.450 -0.346 4.321
C 3.481 -1.969 2.585
C -1.821 0.542 -3.772
C 0.688 2.438 -0.974
C -0.653 2.264 -1.700
C -0.184 -1.348 2.613
C -2.878 0.250 -1.351
C -2.317 3.872 2.092
C -0.736 -2.124 -1.512
C 1.883 -3.581 0.466
C -1.791 -0.893 -3.598
C -2.082 1.939 4.274
C -1.411 -1.261 3.429
C 0.368 3.044 3.044
C -0.911 1.172 -4.808
C 2.611 1.670 1.206
C 0.528 1.264 -4.310
C -1.041 -1.760 -4.572
C 0.990 -0.999 -3.319
C 2.786 -0.120 -0.792
C 1.104 -1.091 3.088
C 2.031 -1.826 2.286
C -1.108 -3.175 1.178
C 0.493 -1.615 -4.582
C 1.351 -2.453 1.260
C -1.382 0.996 1.175
H -1.265 -2.808 -4.344
H -2.338 2.890 4.767
H -1.945 4.346 1.175
H -1.138 -3.784 2.092
H 2.319 -1.075 -1.070
H -0.974 0.639 -5.755
H -1.351 -1.946 4.294
H 1.595 -0.998 5.201
H -1.257 2.184 -5.025
H 0.758 3.680 2.247
H -1.797 -2.451 -1.451
H -1.495 2.648 -1.104
H 2.329 2.655 1.565
H 0.958 -2.607 -4.657
H 1.501 0.848 -2.469
H -2.119 -2.798 0.991
H 3.649 -2.629 3.450
H -3.014 1.370 4.174
H 2.251 -4.370 1.142
H -1.860 1.636 0.430
H -1.419 -1.584 -5.579
H -0.867 -3.860 0.360
H 2.388 0.206 4.178
H -2.922 -0.674 -0.762
H 3.943 -1.001 2.824
H -3.184 1.067 -0.695
H 1.450 2.808 -1.650
H 4.013 -2.402 1.726
H -0.290 -2.308 -2.488
H -3.378 3.627 1.944
H -2.193 0.318 1.478
H -2.260 4.617 2.899
H 0.838 -1.060 -5.450
H 1.126 -4.038 -0.177
H 0.672 0.387 4.576
H -1.561 -0.260 3.842
H 3.290 0.325 -1.662
H 1.240 1.005 -5.096
H -0.091 -2.694 -0.818
H 0.770 2.307 -4.063
H -2.814 1.019 -3.784
H 1.853 -1.485 -2.861
H 1.102 2.274 3.278
H 2.667 0.992 2.061
H -2.311 -1.520 2.857
H -2.681 -1.398 -3.191
H -1.418 1.400 4.962
H 2.734 -3.270 -0.159
H 3.538 -0.361 -0.028
H -0.658 2.779 -2.671
H -3.642 0.174 -2.140
H 0.535 3.182 -0.189
H 0.287 3.680 3.934
H 3.627 1.771 0.802
*
```

=====

(3)
ORCA calculation (ωB97M-V with the def2-TZVPD basis set) on C28H54O10Y as an isolated structure.

Output
LUMO energy (spin up / spin down) (eV): -7.114 / -10.686
Orbital gap (spin up / spin down) (eV): 6.0 / 2.4
HOMO energy (spin up / spin down) (eV): -13.08 / -13.08
Expectation value of S²: 0.75

Structure (ORCA input):
```
! wB97M-V def2-TZVPD RIJCOSX def2/J DEFGRID3
* xyz 2 2
Y 1.995 2.325 -4.086
O -2.074 4.506 -4.669
O 5.578 -0.199 3.086
O 0.716 1.677 -2.239
O -1.294 -0.265 3.817
O -0.791 -4.206 0.510
O 2.490 -3.606 -1.549
O -3.381 1.401 -3.470
O 4.043 1.958 -2.909
O 3.223 -5.721 -1.509
O -0.019 3.625 -4.386
C -2.570 -2.872 -0.158
C 0.511 1.078 0.287
C -1.281 1.125 3.984
C -4.558 1.352 -2.627
C -4.240 -0.724 -3.747
C -1.957 -3.390 -1.456
C 3.178 0.149 3.214
C 2.858 -2.931 0.673
C -2.899 0.052 -3.583
C -1.508 -2.986 0.895
C -1.052 4.024 -3.939
C -5.223 0.077 -2.926
C 0.113 0.894 -1.185
C -2.336 -0.705 4.743
C 4.485 0.459 2.426
C -3.223 4.893 -3.878
C -2.701 1.488 3.828
C 3.726 -0.620 4.439
C 3.062 -4.666 -0.920
C 4.704 1.355 -1.797
C -3.338 0.444 4.663
C 4.884 2.185 -0.586
C -1.489 3.930 -2.466
C -2.639 4.892 -2.520
C -1.089 -4.538 -0.886
C 3.565 -4.313 0.433
C 5.237 -0.366 4.465
C 2.600 -2.430 -0.752
H -6.168 0.286 -3.428
H 4.456 0.211 1.365
H -3.654 0.858 5.620
H -1.625 -5.485 -0.936
H -3.922 4.058 -3.931
H -0.128 -4.634 -1.391
H -5.228 2.193 -2.808
H 4.715 1.522 2.496
H -3.985 -1.666 -3.262
H -3.410 4.833 -1.752
H -0.680 4.249 -1.808
H 3.633 -1.701 4.335
H -2.956 1.511 2.769
H 5.732 -1.246 4.877
H -3.640 5.870 -4.121
H -2.733 -1.684 4.474
H 1.960 -2.979 1.289
H -2.281 0.054 -4.481
H 1.657 -1.891 -0.659
H -4.259 1.425 -1.581
H 4.260 0.469 -1.343
H -0.016 0.378 0.935
H -2.175 5.878 -2.519
H -1.261 -2.722 -1.963
H 5.484 0.473 5.116
H -4.199 0.037 4.133
H -2.864 2.481 4.247
H -3.300 -3.652 0.056
H -0.705 1.623 3.203
H 3.656 -2.364 1.151
H -4.673 -0.770 -4.746
H 2.626 1.058 3.449
H -5.456 -0.421 -1.985
H 3.360 -1.742 -1.121
H 5.678 0.983 -2.116
H 4.648 -4.210 0.371
H -0.751 1.456 4.877
H 5.639 1.701 0.034
H -2.277 -0.281 -2.752
H 3.971 2.328 -0.009
H 3.468 -5.132 1.145
H 3.203 -0.357 5.359
H -1.959 -3.157 1.873
H -3.054 -1.925 -0.397
H 0.240 2.059 0.675
H -1.777 2.913 -2.199
H -0.864 -2.106 0.894
H 1.599 1.094 0.352
H -1.869 -0.897 5.709
H 5.363 3.135 -0.825
H 0.277 -0.181 -1.107
H 2.583 -0.545 2.621
H -2.673 -3.734 -2.203
H -0.973 0.992 -1.197
*
```

=====

(4)
ORCA calculation (ωB97M-V with the def2-TZVPD basis set) on C28H55Br3Cl3F3MgN4NaO18PS3 as an isolated structure.

Output
LUMO energy (eV): -7.439
Orbital gap (eV): 0.7
HOMO energy (eV): -8.19

Structure (ORCA input):
```
! wB97M-V def2-TZVPD RIJCOSX def2/J DEFGRID3
* xyz 2 1
Br -0.269 2.014 10.297
Br -1.532 4.513 11.767
Br -0.051 4.922 8.983
Cl 2.841 -3.193 9.538
Cl 0.841 -1.826 7.938
Cl 0.134 -4.218 9.423
S -9.633 0.474 3.665
S -12.366 5.986 1.959
S 9.949 0.752 -5.552
P -0.042 -0.810 1.037
Mg 9.839 -3.191 -8.121
Na 1.995 -3.379 4.339
F -6.429 5.358 5.498
F -0.339 2.389 1.784
F -2.967 -0.841 0.611
O -1.983 1.330 2.787
O 8.670 1.108 -5.054
O -11.868 5.229 3.276
O -3.607 1.424 7.124
O -11.327 5.909 0.995
O -7.475 4.255 4.530
O -9.182 -0.805 4.065
O -9.913 0.441 2.094
O 10.744 2.064 -5.972
O -3.679 3.434 7.904
O 4.842 -3.778 -8.301
O 10.094 -0.205 -6.589
O -10.687 1.148 4.317
O 10.869 0.334 -4.319
O -8.363 1.474 3.615
O -13.525 4.957 1.559
O -12.961 7.217 2.313
O -2.841 0.959 -0.640
N -1.085 0.525 0.776
N -0.739 -2.197 1.532
N -3.934 2.595 7.074
N 1.668 -0.868 4.426
C 1.310 -0.295 2.111
C -12.773 4.168 3.614
C 0.693 -1.158 -0.559
C 5.276 -5.071 -7.928
C -4.735 3.061 5.907
C 6.346 -4.956 -6.849
C -9.124 1.427 1.412
C 7.258 -3.734 -6.996
C 4.097 -0.576 -3.561
C -2.645 -3.095 2.837
C 1.139 -2.780 9.415
C 2.613 -0.553 -3.195
C 3.505 -3.709 -8.766
C -1.419 -2.201 2.869
C 11.729 2.394 -4.979
C -2.363 0.246 0.175
C 4.847 -1.485 -5.858
C 2.400 0.175 -1.878
C 0.932 0.098 -1.415
C -13.357 3.736 2.288
C 12.111 1.061 -4.375
C 6.326 -1.460 -6.212
C 7.122 -2.710 -5.860
C 4.522 -1.802 -4.393
C -1.212 1.422 1.888
C -1.108 3.735 10.068
C 1.026 -0.175 3.576
C -7.883 1.570 2.265
H -9.690 2.360 1.373
H 4.453 -5.676 -7.565
H 0.869 -2.161 10.261
H 4.635 -0.625 -2.619
H -5.667 3.453 6.294
H -14.307 3.222 2.394
H -13.543 4.564 4.278
H -0.021 -1.821 -1.040
H 6.938 -5.862 -6.887
H 12.800 0.511 -5.018
H -12.240 3.365 4.114
H 1.587 -1.744 -0.385
H 3.045 -4.684 -8.841
H -7.765 3.323 4.354
H -1.337 -2.597 0.818
H -7.184 0.748 2.096
H -8.903 1.096 0.402
H -2.038 3.578 9.543
H -0.735 -2.657 3.577
H 1.346 -0.607 5.356
H -2.808 -3.556 3.796
H 5.317 -2.313 -3.868
H -4.906 2.216 5.250
H -1.645 -1.211 3.246
H 2.115 -1.004 1.959
H 1.615 0.676 1.724
H 12.538 1.154 -3.382
H -2.491 -3.907 2.137
H 4.279 -2.130 -6.509
H -4.174 3.842 5.407
H 2.931 -3.064 -8.108
H -7.376 2.520 2.111
H 0.286 0.546 3.902
H 7.178 -3.284 -7.977
H -3.513 -2.537 2.519
H 8.285 -4.127 -6.915
H 6.763 -3.230 -4.982
H 2.100 0.017 -3.963
H 6.382 -1.344 -7.288
H 5.855 -4.982 -5.884
H 2.626 1.220 -2.044
H 3.034 -0.272 -1.119
H 3.511 -3.221 -9.731
H 6.786 -0.568 -5.811
H 0.335 0.003 -2.311
H 0.645 1.016 -0.922
H 4.396 0.339 -4.054
H 8.128 -2.381 -5.614
H 4.468 -0.484 -6.041
H -12.661 3.101 1.733
H 3.682 -2.489 -4.393
H 11.267 3.052 -4.242
H 5.710 -5.566 -8.796
H 2.203 -1.556 -3.170
H 12.570 2.902 -5.440
*
```

=====

| no. | molecular weight (g mol⁻¹) | E_tot (eV) |
| --- | --- | --- |
| 1 | 700.920 | -81210.346 |
| 2 | 672.991 | -59190.808 |
| 3 | 639.636 | -51408.578 |
| 4 | 1313.293 | -380217.597 |